(1)
# C3H5FO2

C3H5FO2 as an isolated structure (ωB97M-V with the def2-TZVPD basis set, the OMol25 dataset).

The geometry in ORCA input format:
```
! RIJCOSX wB97M-V def2-TZVPD def2/J DEFGRID3
* xyz 0 1
C 0.3946 0.0953 1.0034
C -0.0291 -0.4594 -0.3205
C -1.0781 0.5087 -1.1767
H 2.3248 -1.0068 0.8192
H 1.0140 0.9428 0.8740
H -0.4324 0.4868 1.5700
H -1.0691 0.7149 -2.3787
H -2.1985 -0.0744 -0.6723
O 1.0136 -0.8072 1.8844
O 0.5372 -1.4523 -0.8861
F -0.8632 1.7939 -0.5818
*
```

Kohn-Sham gap ... 0.320 hartree
Energy relative to the best compared isomer or geometry (same formula, charge and spin) ... 616.7 kJ/mol
E_HOMO ... -10.10 eV
Molecular weight ... 92.07 g/mol


(2)
# C6H14N2O2

C6H14N2O2 as an isolated structure (ωB97M-V with the def2-TZVPD basis set, the OMol25 dataset).

The geometry in ORCA input format:
```
! RIJCOSX wB97M-V def2-TZVPD def2/J DEFGRID3
* xyz 0 1
C 2.8349 -1.5691 -1.0567
C 3.3227 -0.3693 -0.2492
C 2.9351 1.9700 0.5986
C -1.8459 -1.4693 1.1461
C -2.2354 -0.4049 0.0461
C -4.1135 1.1401 -0.8345
H 3.4279 -1.0935 -1.9959
H 1.7102 -1.9590 -1.2451
H 3.6264 -2.6245 -0.6547
H 1.6336 0.6252 -0.2449
H 3.7801 1.6820 1.2105
H 3.1434 2.6703 -0.2307
H 2.2796 2.2489 1.4438
H -2.8300 -1.7111 1.6978
H -1.3191 -1.0319 2.0743
H -1.3348 -2.6601 1.1251
H -4.2543 -0.2615 1.0556
H -3.2475 1.6811 -1.0794
H -4.7710 1.0522 -1.9795
H -4.7306 1.6377 -0.1398
N 2.5352 0.6873 0.0852
N -3.6198 -0.1402 0.0242
O 4.5301 -0.1728 -0.0453
O -1.4572 0.0723 -0.7515
*
```

Kohn-Sham gap ... 0.354 hartree
Energy relative to the best compared isomer or geometry (same formula, charge and spin) ... 572.5 kJ/mol
E_HOMO ... -9.16 eV
Molecular weight ... 146.19 g/mol


(3)
# C20H54O27P5V

C20H54O27P5V as an isolated structure (ωB97M-V with the def2-TZVPD basis set, the OMol25 dataset).

The geometry in ORCA input format:
```
! RIJCOSX wB97M-V def2-TZVPD def2/J DEFGRID3
* xyz 0 1
O 0.7717 -0.6296 -0.2360
V -0.2460 -0.2987 -1.4319
O -1.2991 0.7830 -0.9086
O 1.1964 -2.3496 -7.5051
C 0.9420 -1.8715 -6.2845
O -0.0757 -1.2217 -6.0007
O 1.5960 -2.0900 -5.2717
H 0.3951 -1.9579 -7.8602
C 5.6125 5.1322 -5.3076
O 4.5590 4.4414 -4.5667
P 3.0361 5.0131 -4.5639
O 2.1583 4.3037 -3.5672
O 3.3472 6.5713 -4.2214
C 2.2888 7.3584 -3.7972
O 2.5743 4.9194 -6.1529
C 1.1755 5.1214 -6.5196
H 6.0011 4.5472 -6.1412
H 6.4154 5.3431 -4.6012
H 5.1930 6.1132 -5.5306
H 1.3187 6.8624 -3.7676
H 2.1892 8.2796 -4.3713
H 2.5490 7.6019 -2.7671
H 1.1572 5.7279 -7.4251
H 0.5486 5.4231 -5.6805
H 0.7414 4.1529 -6.7680
C -0.2975 6.3976 3.1886
O -0.4761 6.8508 4.5173
P 0.8611 7.0234 5.4415
O 1.9183 7.8850 4.8518
O 1.3418 5.4823 5.7077
C 2.3978 5.2702 6.6479
O 0.3399 7.5383 6.8969
C -0.5509 8.6730 6.8407
H 0.7077 6.1298 2.8632
H -0.6709 7.2125 2.5683
H -1.0075 5.5966 2.9827
H 1.9755 5.3407 7.6503
H 3.1491 6.0476 6.5092
H 2.8266 4.2816 6.4838
H -0.1928 9.5549 7.3718
H -1.4811 8.4331 7.3556
H -0.8018 9.1147 5.8763
C -6.2859 -4.0475 -2.6636
O -5.4149 -5.1626 -2.6728
P -4.4655 -5.4285 -1.3667
O -3.4522 -4.3525 -1.2514
O -3.8589 -6.9417 -1.6419
C -4.6576 -8.0159 -2.2184
O -5.5182 -5.6266 -0.1342
C -5.0826 -5.9940 1.1835
H -6.2754 -3.5696 -1.6840
H -7.3241 -4.3427 -2.8151
H -6.1555 -3.2805 -3.4271
H -4.2511 -8.9647 -1.8682
H -4.7328 -8.0170 -3.3058
H -5.6736 -7.9372 -1.8315
H -4.0093 -5.9126 1.3551
H -5.4756 -6.9571 1.5094
H -5.4906 -5.2414 1.8582
C 7.5346 -4.5375 3.8598
O 8.0215 -5.8775 3.8658
P 9.6305 -6.0954 3.9133
O 10.4173 -5.3231 2.9020
O 10.0969 -5.6476 5.4204
C 9.5383 -6.3183 6.5299
O 9.8332 -7.6970 3.8694
C 11.1549 -8.3307 3.8086
H 6.8157 -4.3270 4.6517
H 7.0952 -4.1408 2.9445
H 8.2869 -3.8013 4.1427
H 8.7020 -6.9884 6.3310
H 9.1956 -5.5027 7.1666
H 10.2646 -6.8405 7.1527
H 11.9891 -7.8984 4.3613
H 11.4303 -8.4538 2.7612
H 11.1509 -9.3291 4.2459
C -10.7244 3.6275 -7.8959
O -9.3899 3.4883 -7.5182
P -8.3228 2.6449 -8.4541
O -8.2084 3.1510 -9.8467
O -6.9280 2.7939 -7.7278
C -6.8419 2.6997 -6.2863
O -8.7690 1.0737 -8.2566
C -8.3491 0.1682 -9.2906
H -11.3714 3.1679 -7.1487
H -10.9508 3.2943 -8.9087
H -11.0009 4.6798 -7.8293
H -6.5847 3.6247 -5.7703
H -6.0713 1.9735 -6.0276
H -7.7735 2.3078 -5.8782
H -9.0736 -0.6337 -9.4325
H -7.4199 -0.2575 -8.9118
H -8.2076 0.5659 -10.2955
O 1.7644 -1.6860 8.5291
C 1.3455 -2.8526 8.3763
O 0.1301 -3.1390 7.7824
C -0.7750 -2.1301 7.3179
C -0.2218 -1.4019 6.1098
C 2.1804 -4.0375 8.7861
H -1.0481 -1.4276 8.1053
H -1.6691 -2.6029 6.9116
H -0.0476 -2.0056 5.2192
H 0.7153 -0.8792 6.3018
H -0.8794 -0.5607 5.8904
H 2.4276 -4.6513 7.9200
H 1.6745 -4.4686 9.6500
H 3.1723 -3.7336 9.1204
*
```

Kohn-Sham gap ... 0.108 hartree
E_HOMO ... -7.17 eV
Molecular weight ... 932.44 g/mol


(4)
# C12H27NO4Si

One molecule with the formula C12H27NO4Si (ωB97M-V with the def2-TZVPD basis set, the OMol25 dataset).

The geometry in ORCA input format:
```
! RIJCOSX wB97M-V def2-TZVPD def2/J DEFGRID3
* xyz 0 1
C -1.7699 -3.7294 -2.8428
C -1.1138 -2.5933 -2.1027
C 0.3847 -2.5601 -2.2242
Si 1.2427 -1.2089 -1.1834
C 3.0869 -1.4387 -1.2609
C 0.9158 0.3673 -2.1038
C 0.7261 -0.9688 0.5761
N 0.3580 0.4018 1.0372
C 1.4117 1.1129 1.7465
C 1.1259 2.6406 1.6989
O 2.1354 3.4352 2.3498
C -0.3044 2.9526 2.2413
O -0.5937 4.3409 2.0976
C -1.3346 2.0845 1.4893
O -2.6393 2.4356 1.8917
C -1.0453 0.5711 1.6147
C -2.1619 -0.3594 1.0445
O -2.2768 -0.4236 -0.3598
H -1.4290 -3.7397 -3.8728
H -1.4075 -4.6552 -2.4210
H -2.8462 -3.7493 -2.8543
H -1.3817 -2.6026 -1.0565
H -1.5440 -1.6496 -2.5046
H 0.7791 -3.5233 -1.8910
H 0.6596 -2.4027 -3.2617
H 3.4828 -1.2772 -2.2710
H 3.5102 -0.7494 -0.5219
H 3.3699 -2.4645 -1.0149
H -0.1209 0.3697 -2.4390
H 1.1325 1.2532 -1.5068
H 1.5672 0.3794 -2.9782
H -0.0578 -1.6862 0.7659
H 1.5342 -1.2774 1.2398
H 2.4134 0.9186 1.3288
H 1.4923 0.8138 2.7748
H 1.1363 2.9211 0.6448
H 2.0843 3.3261 3.3355
H -0.3599 2.7122 3.3152
H 0.2396 4.8063 2.2203
H -1.2844 2.3761 0.4289
H -2.6519 3.3787 2.1287
H -0.9461 0.3009 2.6727
H -2.0206 -1.3766 1.3410
H -3.1318 0.0220 1.4262
H -2.3671 0.5153 -0.7387
*
```

Structure (SMILES) ... CCC[Si](C)(C)CN1C[C@H](O)[C@@H](O)[C@H](O)[C@H]1CO
Kohn-Sham gap ... 0.325 hartree
Energy relative to the best compared isomer or geometry (same formula, charge and spin) ... 0.0 kJ/mol
E_HOMO ... -8.29 eV
Molecular weight ... 277.44 g/mol


(5)
# C2H4N2S3

C2H4N2S3 as an isolated structure (ωB97M-V with the def2-TZVPD basis set, the OMol25 dataset).

The geometry in ORCA input format:
```
! RIJCOSX wB97M-V def2-TZVPD def2/J DEFGRID3
* xyz 0 1
C 1.4183 0.8934 0.5651
C -1.7207 -0.2927 0.6389
H 2.8954 -1.6176 -1.2128
H 1.8503 1.5080 1.4279
H -0.4199 1.8167 1.4455
H -0.8462 -0.5946 1.4493
N 1.6131 -0.0389 -0.2782
N 0.1763 1.5290 0.1228
S 3.1088 -0.8431 -0.0304
S -1.1258 0.9768 -0.5788
S -2.8699 -1.0804 0.0313
*
```

Kohn-Sham gap ... 0.278 hartree
Energy relative to the best compared isomer or geometry (same formula, charge and spin) ... 547.8 kJ/mol
E_HOMO ... -8.36 eV
Molecular weight ... 152.27 g/mol


(6)
# C3H9NO

A 2-piece molecular cluster, C3H9NO overall (ωB97M-V with the def2-TZVPD basis set, the OMol25 dataset).

The geometry in ORCA input format:
```
! RIJCOSX wB97M-V def2-TZVPD def2/J DEFGRID3
* xyz 0 1
C -2.4224 0.1941 -0.6965
C -3.7317 0.0886 -0.8908
H -1.9162 1.1386 -1.1072
H -1.8176 -0.5214 -0.1583
H -4.2649 0.7885 -1.4464
H -4.2150 -0.9402 -0.7029
N 2.7141 0.3381 -0.1398
C 1.4105 0.1585 0.3516
O 1.4175 -0.7890 1.3987
H 3.0589 1.0940 -0.7516
H 3.0992 -0.6066 -0.5281
H 1.2196 1.1823 0.8222
H 0.5696 -0.0134 -0.3472
H 2.3892 -0.8239 1.4228
*
```

Structure (SMILES) ... C=C.NCO
Kohn-Sham gap ... 0.387 hartree
Energy relative to the best compared isomer or geometry (same formula, charge and spin) ... 260.3 kJ/mol
E_HOMO ... -9.56 eV
Molecular weight ... 75.11 g/mol


(7)
# C21H25N3O3

One molecule with the formula C21H25N3O3 (ωB97M-V with the def2-TZVPD basis set, the OMol25 dataset).

The geometry in ORCA input format:
```
! RIJCOSX wB97M-V def2-TZVPD def2/J DEFGRID3
* xyz 0 1
C 4.6390 -1.7449 -2.1490
C 3.7415 -1.0640 -1.1301
C 4.6450 -0.2238 -0.2273
C 2.7113 -0.2166 -1.8821
C 1.4447 0.1467 -1.1143
O 0.6631 0.9463 -1.6289
N 1.2267 -0.4458 0.1239
C 1.9670 -1.5401 0.6243
O 1.7990 -1.9724 1.7569
C 2.9611 -2.1318 -0.3547
H 4.0521 -2.3424 -2.8505
H 5.2086 -1.0092 -2.7237
H 5.3475 -2.4082 -1.6473
H 4.0949 0.3175 0.5462
H 5.3779 -0.8808 0.2579
H 5.1981 0.5030 -0.8370
H 3.1728 0.7154 -2.2484
H 2.3525 -0.7708 -2.7686
H 2.4220 -2.7753 -1.0772
H 3.6720 -2.7506 0.2056
C -3.7103 1.8643 -0.1351
N -4.1610 0.5453 -0.5435
C -5.3674 0.3345 -1.2070
C -5.5185 -1.0033 -1.3324
N -4.4040 -1.6003 -0.7495
C -4.3012 -3.0427 -0.6514
C -3.5326 -0.6390 -0.3429
C -2.2630 -0.8526 0.3948
C -1.1706 0.0368 0.1616
C 0.0672 -0.0268 0.9057
C 0.3374 1.3247 1.5850
C 0.3051 1.3871 2.9744
C 0.6169 2.5813 3.6239
C 0.9786 3.7086 2.8719
C 0.9277 3.6621 1.4770
C 0.5446 2.4777 0.8396
O -2.1951 -1.8082 1.2100
H -2.9293 1.7915 0.6295
H -3.3289 2.4309 -0.9980
H -4.5725 2.4049 0.2777
H -6.0171 1.1474 -1.5022
H -6.3240 -1.5786 -1.7632
H -3.4300 -3.3190 -0.0609
H -5.2097 -3.4320 -0.1741
H -4.2443 -3.4778 -1.6572
H -1.2515 0.7806 -0.6196
H -0.0352 -0.7825 1.6812
H 0.0334 0.4812 3.5184
H 0.5813 2.6316 4.7126
H 1.2876 4.6293 3.3710
H 1.1822 4.5300 0.8647
H 0.4076 2.4607 -0.2375
*
```

Kohn-Sham gap ... 0.258 hartree
Energy relative to the best compared isomer or geometry (same formula, charge and spin) ... 217.3 kJ/mol
E_HOMO ... -6.49 eV
Molecular weight ... 367.45 g/mol


(8)
# C33H29BrF7N3O3Y

C33H29BrF7N3O3Y as an isolated structure (ωB97M-V with the def2-TZVPD basis set, the OMol25 dataset).

The geometry in ORCA input format:
```
! RIJCOSX wB97M-V def2-TZVPD def2/J DEFGRID3
* xyz -1 1
Y -0.0635 -0.6311 0.0481
O -2.2050 0.1332 0.4442
C -3.3785 -0.3260 0.1938
C -4.4356 0.5319 -0.2166
C -5.6842 0.0394 -0.5094
C -5.9853 -1.3286 -0.3967
C -4.9854 -2.1701 0.0335
C -3.6975 -1.7019 0.3338
C -2.7583 -2.6690 0.8758
N -1.5481 -2.4841 1.2383
C -0.8879 -3.6482 1.8306
C 0.5540 -3.7598 1.3244
N 0.6023 -3.2102 -0.0094
C 1.0815 -3.8921 -0.9655
C 1.1485 -3.4374 -2.3529
C 1.8815 -4.1988 -3.2685
C 1.9885 -3.8286 -4.5925
C 1.3294 -2.6624 -5.0059
C 0.5873 -1.9028 -4.1291
C 0.4692 -2.2675 -2.7701
O -0.2489 -1.5592 -1.9523
H -4.2071 1.5850 -0.3155
H -6.4553 0.7276 -0.8392
H -6.9714 -1.7051 -0.6320
H -5.1852 -3.2314 0.1562
H -3.1846 -3.6743 0.9966
H -1.4453 -4.5649 1.6062
H -0.8783 -3.5271 2.9163
H 0.8847 -4.8055 1.3678
H 1.2259 -3.1705 1.9537
H 1.4692 -4.9017 -0.7682
H 2.3783 -5.0961 -2.9100
H 2.5667 -4.4182 -5.2908
H 1.4020 -2.3470 -6.0410
H 0.0802 -1.0011 -4.4488
C -1.2047 4.3344 2.7952
C -0.7970 2.9556 3.2410
C -0.4544 2.6480 4.5468
C -0.0845 1.3557 4.8771
C -0.0527 0.4184 3.8594
Br 0.3984 -1.3709 4.3473
N -0.3446 0.6759 2.6022
C -0.7346 1.9258 2.3124
H -1.4348 4.9753 3.6473
H -2.0829 4.2942 2.1493
H -0.4057 4.8081 2.2210
H -0.4859 3.4129 5.3156
H 0.1709 1.0727 5.8875
H -0.9829 2.0973 1.2739
C 0.4263 3.7954 -1.3110
C 0.1763 2.3011 -1.5357
O 0.2540 1.5926 -0.3782
C -1.2546 2.1633 -2.1229
F -1.4458 2.8172 -3.2894
F -2.1444 2.6889 -1.2532
F -1.5881 0.8834 -2.3140
C 1.2544 1.7690 -2.5476
F 1.5741 0.4932 -2.2964
F 2.3956 2.4753 -2.4481
F 0.8744 1.8347 -3.8416
H -0.3684 4.1895 -0.6798
H 0.4563 4.3665 -2.2412
H 1.3760 3.9066 -0.7918
F 5.4002 3.8322 0.3070
C 4.6347 2.7100 0.4669
C 4.7605 1.6733 -0.4292
C 3.9789 0.5360 -0.2538
C 3.0685 0.4063 0.8007
C 2.2071 -0.7904 0.9738
C 2.9840 1.4973 1.6777
C 3.7550 2.6418 1.5257
H 5.4509 1.7602 -1.2591
H 4.0711 -0.2762 -0.9672
H 2.1397 -1.0354 2.0383
H 2.6592 -1.6538 0.4714
H 2.2807 1.4489 2.5028
H 3.6751 3.4736 2.2151
*
```

Kohn-Sham gap ... 0.238 hartree
Energy relative to the best compared isomer or geometry (same formula, charge and spin) ... 9.0 kJ/mol
E_HOMO ... -4.14 eV
Molecular weight ... 817.41 g/mol


(9)
# C20H43InN2P3S

C20H43InN2P3S as an isolated structure (ωB97M-V with the def2-TZVPD basis set, the OMol25 dataset).

The geometry in ORCA input format:
```
! RIJCOSX wB97M-V def2-TZVPD def2/J DEFGRID3
* xyz 3 1
In -0.2853 0.5703 -0.7885
P -1.8501 2.5016 -0.2073
P -1.8507 -1.3308 0.2374
P 1.9331 1.6287 -1.5377
H -0.6447 -4.2891 -2.7497
C 0.3793 -3.9376 -2.9243
C 1.3637 -4.0013 -2.0175
H 1.2044 -4.1007 -0.9169
C -3.0394 2.6050 -1.5891
C -2.8339 2.3728 1.3332
C -0.9504 4.0769 -0.1122
C -1.3306 -3.0495 0.2004
C -2.5207 -1.2648 1.9226
C -3.3849 -1.4822 -0.7139
C 3.2587 0.4105 -1.8882
C 2.7027 2.8549 -0.4262
C 1.4452 2.6560 -2.9842
H 0.6169 -3.6717 -3.9580
H 2.3924 -3.8318 -2.3442
H -3.7122 3.4677 -1.4786
H -3.6368 1.6819 -1.6186
H -2.4952 2.6915 -2.5411
H -3.3770 3.3183 1.5236
H -2.1771 2.1619 2.1936
H -3.5700 1.5575 1.2516
H -1.6523 4.8967 0.1015
H -0.4316 4.2972 -1.0528
H -0.1956 4.0485 0.6873
H -2.2711 -3.6178 0.1569
H -0.8192 -3.2743 1.1400
H -0.6955 -3.3094 -0.6513
H -3.4648 -1.8257 1.8434
H -2.7261 -0.2446 2.2722
H -1.8441 -1.7796 2.6160
H -3.9672 -2.2757 -0.2245
H -3.1088 -1.7805 -1.7311
H -3.9390 -0.5354 -0.7130
H 3.7158 0.5773 -2.8776
H 2.8518 -0.6163 -1.8794
H 4.0514 0.4482 -1.1154
H 3.3617 3.5364 -0.9926
H 3.2982 2.3579 0.3430
H 1.9407 3.4549 0.0851
H 2.2768 2.8741 -3.6649
H 1.0298 3.6090 -2.6240
H 0.6552 2.1555 -3.5701
C 1.2275 -1.1913 -5.6165
C 0.8085 -0.4930 -6.7911
C 1.2045 -0.9034 -8.0760
C 2.0202 -2.0392 -8.2291
C 2.4615 -2.7346 -7.0924
C 2.0784 -2.3010 -5.8172
S 0.8683 -0.5188 -4.0003
H 0.1633 -1.2816 -2.9951
H 0.1813 0.4039 -6.6852
H 0.8450 -0.3683 -8.9736
H 2.2155 -2.4364 -9.2187
H 3.0667 -3.6329 -7.2109
H 2.4594 -2.8033 -4.9375
C 1.2396 1.3359 5.0578
N 0.5003 0.3302 4.2907
C -0.2201 -0.6979 5.0417
C 0.3139 0.4556 3.0023
N 0.1415 0.5610 1.8398
H 1.1164 1.1040 6.1194
H 0.8671 2.3569 4.8724
H 2.3148 1.3078 4.8275
H -1.2937 -0.6721 4.8118
H 0.1542 -1.6969 4.7841
H -0.0568 -0.5122 6.1047
*
```

Kohn-Sham gap ... 0.187 hartree
Energy relative to the best compared isomer or geometry (same formula, charge and spin) ... 98.7 kJ/mol
E_HOMO ... -15.70 eV
Molecular weight ... 551.39 g/mol


(10)
# C8H12NO2

An isolated ion of composition C8H12NO2 and charge -1 (ωB97M-V with the def2-TZVPD basis set, the OMol25 dataset).

The geometry in ORCA input format:
```
! RIJCOSX wB97M-V def2-TZVPD def2/J DEFGRID3
* xyz -1 1
C 1.1826 -0.5710 1.5531
C 0.9706 0.7473 1.8638
C 0.6292 -1.1469 0.2012
C -0.4825 0.9932 -0.3497
C 1.7071 -1.5483 2.5919
C -0.0661 1.8352 -1.6294
C -2.0151 1.1820 -0.1836
C -0.4756 -1.0938 -1.8388
N -0.1072 -0.3340 -0.6223
O 1.0079 1.7973 2.4878
O 0.9069 -2.3073 -0.1126
H 1.5604 -1.2779 3.6681
H 2.8540 -1.7272 2.5192
H 1.2272 -2.4632 2.4798
H 0.9542 1.5821 -1.8846
H -0.3156 2.8382 -1.3348
H -0.6107 1.4476 -2.5079
H -2.4505 1.1901 0.7647
H -2.5467 0.3820 -0.7327
H -2.3167 2.1911 -0.5403
H 0.4119 -1.0149 -2.4521
H -0.7006 -2.1446 -1.6665
H -1.3249 -0.5570 -2.2743
*
```

Kohn-Sham gap ... 0.234 hartree
Energy relative to the best compared isomer or geometry (same formula, charge and spin) ... 174.8 kJ/mol
E_HOMO ... -2.56 eV
Molecular weight ... 154.19 g/mol